Here is 5 unconnected molecules or ions with the total composition C39H51NO15S in a non-equilibrium geometry from OMol25. Energies are from ωB97M-V with the def2-TZVPD basis set.

Geometry (Å):
C -0.870 2.421 8.210
C -0.035 1.861 6.883
S -0.441 0.043 6.693
C -1.753 -0.258 5.382
C -1.725 0.799 4.127
C -2.653 2.155 4.008
C -3.732 2.478 5.202
C -4.915 1.304 5.078
C -6.423 1.926 4.874
C -7.553 1.109 5.795
O -7.517 -0.362 5.538
C -2.513 3.127 2.687
C -3.457 4.481 2.491
C -2.823 5.832 3.187
N -3.971 6.477 3.974
C -1.447 2.830 1.436
C -0.522 1.481 1.544
C -0.689 0.489 2.880
C 0.277 -0.876 2.842
O 0.886 -1.385 3.919
C 0.390 -1.586 1.332
C 0.309 -3.238 1.160
C 0.378 -3.880 -0.383
C 0.554 -2.866 -1.698
C 0.632 -1.207 -1.537
C 0.544 -0.597 -0.008
C 0.557 1.038 0.344
O 1.372 1.924 -0.237
H -1.126 1.507 8.926
H -1.917 2.874 7.897
H -0.296 3.293 8.773
H -0.237 2.515 5.914
H 1.115 2.047 7.142
H -1.522 -1.339 4.931
H -2.786 -0.356 5.925
H -4.300 3.519 5.068
H -3.311 2.387 6.291
H -4.593 0.559 4.205
H -4.912 0.648 6.061
H -6.441 3.095 5.093
H -6.729 1.757 3.742
H -7.388 1.320 6.950
H -8.658 1.459 5.525
H -6.787 -0.684 6.148
H -4.507 4.276 2.999
H -3.690 4.607 1.332
H -2.435 6.534 2.324
H -1.937 5.468 3.887
H -4.800 6.452 3.307
H -4.286 5.829 4.757
H -1.387 3.565 0.497
H 0.165 -3.892 2.128
H 0.289 -5.059 -0.527
H 0.592 -3.281 -2.808
H 0.734 -0.503 -2.490
C 3.404 0.201 5.833
C 4.758 0.850 6.041
C 5.877 -0.137 6.183
O 6.805 0.554 7.003
C 6.077 1.445 7.743
O 6.516 2.068 8.695
O 4.797 1.545 7.278
H 3.043 -0.271 6.754
H 2.661 0.960 5.562
H 3.435 -0.548 5.036
H 4.960 1.570 5.239
H 6.330 -0.386 5.220
H 5.584 -1.063 6.690
C 4.100 -1.325 -3.010
C 4.288 -1.985 -4.362
C 4.630 -1.017 -5.455
O 4.099 -1.645 -6.610
C 3.072 -2.439 -6.180
O 2.261 -2.974 -6.917
O 3.071 -2.552 -4.818
H 3.165 -0.754 -2.973
H 4.029 -2.088 -2.227
H 4.935 -0.662 -2.766
H 5.034 -2.786 -4.292
H 5.710 -0.877 -5.558
H 4.154 -0.037 -5.339
C 0.466 1.974 -9.284
C 0.916 1.043 -8.177
C -0.091 0.893 -7.077
O 0.716 0.616 -5.945
C 1.937 1.180 -6.194
O 2.817 1.312 -5.360
O 2.041 1.576 -7.498
H 0.479 3.019 -8.955
H 1.155 1.908 -10.134
H -0.538 1.723 -9.637
H 1.199 0.068 -8.593
H -0.784 0.067 -7.263
H -0.667 1.804 -6.882
C 1.108 -5.207 -8.181
C -0.033 -5.469 -9.143
C -0.456 -6.907 -9.189
O -0.954 -7.047 -10.509
C -0.312 -6.107 -11.266
O -0.343 -6.067 -12.484
O 0.369 -5.221 -10.480
H 2.053 -5.607 -8.566
H 1.255 -4.129 -8.057
H 0.912 -5.641 -7.196
H -0.881 -4.812 -8.913
H -1.240 -7.129 -8.459
H 0.370 -7.613 -9.050

Structure (SMILES)   CCSCc1c(CCCCO)c(CCN)cc2c1C(=O)c1ccccc1C2=O.C[C@@H]1COC(=O)O1.C[C@@H]1COC(=O)O1.C[C@@H]1COC(=O)O1.C[C@@H]1COC(=O)O1
Highest occupied orbital energy   -8.681 eV

=====

Here is a molecular structure, C39H52BrN3O5PtSi4 in a non-equilibrium geometry from OMol25. Energies are from ωB97M-V with the def2-TZVPD basis set.

Geometry (Å):
Pt 2.937 0.697 0.453
C 3.171 0.442 4.375
O 2.645 -0.274 3.268
C 1.721 -1.229 3.523
C 1.242 -1.486 4.790
C 0.269 -2.460 4.955
Br -0.369 -2.818 6.706
C -0.204 -3.178 3.894
C 0.295 -2.943 2.600
C 1.248 -1.943 2.398
O 1.764 -1.584 1.181
C -0.208 -3.869 1.564
N -1.331 -4.530 1.694
C -1.391 -5.382 0.607
C -2.364 -6.314 0.245
C -2.156 -7.049 -0.907
C -1.003 -6.877 -1.690
C -0.028 -5.961 -1.345
C -0.247 -5.218 -0.188
N 0.491 -4.250 0.450
H 2.388 0.994 4.903
H 3.885 1.148 3.958
H 3.684 -0.226 5.070
H 1.611 -0.935 5.645
H -0.958 -3.941 4.011
H 1.260 -1.885 0.364
H -3.242 -6.461 0.863
H -2.891 -7.783 -1.215
H -0.877 -7.478 -2.583
H 0.872 -5.832 -1.936
H 1.335 -3.843 0.095
C -0.472 1.512 4.013
Si -0.728 1.728 2.153
C -1.883 3.203 1.945
C -1.529 0.186 1.435
Si 1.430 2.259 1.284
Si 2.312 4.317 2.083
C 1.100 5.763 2.126
C 2.858 4.142 3.884
C 3.813 4.832 1.065
Si 0.736 2.694 -1.220
C -0.777 1.797 -1.849
C 0.165 4.478 -0.919
C 2.368 2.845 -2.140
H -1.427 1.446 4.547
H 0.076 2.366 4.428
H 0.094 0.604 4.239
H -2.786 3.059 2.546
H -2.193 3.331 0.903
H -1.409 4.133 2.275
H -2.140 -0.326 2.184
H -0.778 -0.533 1.087
H -2.175 0.419 0.582
H 0.322 5.588 2.876
H 0.606 5.938 1.166
H 1.628 6.680 2.403
H 2.029 3.801 4.513
H 3.193 5.108 4.275
H 3.682 3.429 4.001
H 3.518 5.378 0.163
H 4.387 3.957 0.748
H 4.479 5.475 1.647
H -1.618 2.487 -1.953
H -1.079 0.980 -1.187
H -0.570 1.350 -2.825
H -0.501 4.584 -0.056
H -0.393 4.815 -1.804
H 1.014 5.153 -0.779
H 3.034 2.023 -1.898
H 2.860 3.776 -1.844
H 2.222 2.860 -3.228
O 5.641 1.617 1.271
C 4.708 1.147 0.859
C -4.932 0.872 -2.750
C -4.098 -0.304 -2.297
C -4.449 -0.947 -1.117
C -3.720 -2.044 -0.682
C -2.624 -2.457 -1.407
C -2.217 -1.802 -2.579
N -1.055 -2.352 -3.180
C -0.057 -1.657 -3.927
C -0.089 -1.675 -5.319
C 0.913 -1.069 -6.060
C 1.984 -0.463 -5.415
C 2.036 -0.456 -4.032
C 1.022 -1.043 -3.279
C 1.123 -1.029 -1.780
O 0.886 -2.092 -1.160
O 1.437 0.068 -1.220
C -2.990 -0.725 -3.054
C -2.728 -0.033 -4.373
H -5.774 1.020 -2.075
H -5.327 0.713 -3.757
H -4.345 1.795 -2.765
H -5.300 -0.595 -0.545
H -3.988 -2.571 0.227
H -2.049 -3.309 -1.066
H -0.599 -2.954 -2.512
H -0.921 -2.169 -5.805
H 0.868 -1.082 -7.142
H 2.780 -0.004 -5.989
H 2.876 -0.002 -3.520
H -3.308 -0.512 -5.170
H -1.688 -0.068 -4.658
H -3.029 1.012 -4.334

Highest occupied orbital energy   -7.579 eV

=====

Here is a molecular structure, C39H52MnN4OP2 in a non-equilibrium geometry from OMol25. Energies are from ωB97M-V with the def2-TZVPD basis set.

Geometry (Å):
Mn -3.419 -2.287 -0.715
C -4.136 -4.107 -0.792
C -2.800 -4.098 -1.373
C -2.460 -4.057 -2.859
C -3.182 -2.924 -3.626
C -3.257 -1.656 -2.806
C -4.404 -1.212 -2.102
C -5.552 -2.029 -1.669
C -5.341 -3.621 -1.546
C -0.168 2.494 -0.049
H -4.284 -4.720 0.117
H -2.029 -4.636 -0.823
H -2.747 -5.055 -3.241
H -1.356 -3.945 -3.004
H -2.569 -2.730 -4.522
H -4.155 -3.288 -4.027
H -2.763 -0.807 -3.303
H -4.478 -0.127 -1.934
H -6.151 -1.868 -2.590
H -6.177 -1.592 -0.859
H -6.287 -3.940 -1.051
H -5.401 -3.988 -2.602
H -0.648 2.294 0.905
H -0.534 3.493 -0.323
H 0.887 2.653 0.200
P -0.164 1.139 -1.448
P 1.686 -1.128 -0.109
N -1.836 1.521 -2.296
N 0.765 1.722 -2.780
N -0.021 -1.694 0.750
N 2.635 -2.462 0.401
C -0.081 -0.696 -2.174
C 1.035 -1.676 -1.698
C -2.861 1.901 -1.432
C -3.896 2.506 -2.158
C -3.530 2.428 -3.540
C -2.293 1.803 -3.594
C 1.020 3.094 -2.728
C 1.965 3.404 -3.690
C 2.239 2.217 -4.429
C 1.474 1.194 -3.880
C -0.781 -0.957 1.663
C -1.929 -1.653 2.049
C -1.897 -2.899 1.326
C -0.744 -2.848 0.538
C 2.498 -3.855 0.396
C 3.481 -4.406 1.216
C 4.234 -3.314 1.763
C 3.666 -2.144 1.297
H -0.016 -0.642 -3.286
H -1.084 -1.149 -1.997
H 0.603 -2.673 -1.547
H 1.809 -1.774 -2.478
H -2.764 1.767 -0.360
H -4.772 2.993 -1.734
H -4.138 2.815 -4.354
H -1.743 1.536 -4.477
H 0.568 3.692 -1.964
H 2.408 4.381 -3.797
H 2.947 2.136 -5.243
H 1.431 0.158 -4.180
H -0.459 0.015 1.987
H -2.531 -1.499 2.934
H -2.344 -3.832 1.662
H -0.358 -3.649 -0.065
H 1.732 -4.320 -0.173
H 3.674 -5.435 1.394
H 5.120 -3.355 2.347
H 3.868 -1.130 1.515
C 0.139 2.113 6.136
C 0.324 1.781 4.643
C -0.943 2.224 3.884
C 1.623 2.372 4.079
C 2.248 3.471 4.628
C 3.449 3.977 4.117
C 4.011 3.392 2.971
C 3.413 2.330 2.324
C 4.053 1.691 1.098
C 4.299 2.693 -0.029
C 5.349 0.976 1.491
C 2.185 1.781 2.881
O 1.621 0.805 2.300
H -0.103 3.180 6.252
H 1.049 1.888 6.710
H -0.693 1.524 6.546
H 0.396 0.684 4.537
H -0.845 3.270 3.560
H -1.128 1.588 3.011
H -1.826 2.155 4.537
H 1.801 3.903 5.511
H 3.967 4.790 4.638
H 4.957 3.775 2.561
H 3.340 0.941 0.739
H 4.967 3.492 0.312
H 4.756 2.183 -0.883
H 3.357 3.144 -0.367
H 5.173 0.259 2.302
H 5.765 0.435 0.632
H 6.086 1.707 1.845

2S+1   6
Highest occupied orbital energy (spin up / spin down)   -5.193 / -5.192 eV

=====

Here is a molecular structure, C39H53BN8O3SSc in a non-equilibrium geometry from OMol25. Energies are from ωB97M-V with the def2-TZVPD basis set.

Geometry (Å):
Sc -18.595 -8.146 4.644
C -17.322 -5.259 2.665
C -18.658 -5.088 3.265
C -19.423 -3.910 3.453
C -20.591 -4.292 4.162
C -21.763 -3.410 4.556
N -20.540 -5.633 4.288
N -19.314 -6.157 3.786
B -21.672 -6.534 4.901
N -22.054 -7.688 3.947
N -21.104 -8.698 3.633
C -21.658 -9.434 2.699
C -20.972 -10.648 2.168
C -22.988 -8.962 2.399
C -23.195 -7.848 3.233
C -24.436 -6.975 3.298
N -21.048 -7.178 6.204
N -20.224 -8.383 6.103
C -20.540 -9.161 7.130
C -20.061 -10.538 7.253
C -21.498 -8.460 7.982
C -21.747 -7.228 7.372
C -22.559 -6.046 7.857
H -17.344 -4.948 1.627
H -16.546 -4.638 3.189
H -17.026 -6.348 2.752
H -19.187 -2.867 3.136
H -21.525 -2.379 4.253
H -22.700 -3.664 4.025
H -21.909 -3.399 5.647
H -22.683 -5.859 5.104
H -20.789 -10.482 1.104
H -20.008 -10.789 2.691
H -21.611 -11.537 2.320
H -23.702 -9.428 1.708
H -25.223 -7.512 2.759
H -24.741 -6.791 4.364
H -24.278 -6.003 2.800
H -19.499 -10.741 6.316
H -19.395 -10.653 8.131
H -20.893 -11.303 7.311
H -21.868 -8.759 8.953
H -22.300 -5.876 8.913
H -22.276 -5.133 7.304
H -23.665 -6.213 7.769
C -15.391 -12.354 8.041
C -14.626 -11.116 7.694
N -15.308 -9.892 8.124
C -14.651 -9.171 9.244
C -13.664 -8.146 8.770
C -16.263 -9.238 7.385
S -17.022 -9.972 6.005
N -16.677 -8.049 7.890
C -17.322 -7.113 7.230
O -17.429 -6.937 5.929
C -17.950 -6.100 8.079
C -18.382 -4.917 7.492
C -19.152 -4.007 8.241
C -19.586 -4.341 9.518
C -19.157 -5.531 10.124
C -18.251 -6.347 9.445
H -14.812 -13.266 7.760
H -16.353 -12.416 7.512
H -15.533 -12.417 9.144
H -14.465 -11.024 6.592
H -13.626 -11.079 8.151
H -14.201 -9.974 9.882
H -15.459 -8.739 9.870
H -12.775 -8.595 8.267
H -13.303 -7.545 9.625
H -14.138 -7.442 8.059
H -18.162 -4.742 6.435
H -19.430 -3.066 7.788
H -20.217 -3.656 10.085
H -19.537 -5.782 11.127
H -17.745 -7.205 9.918
C -13.048 -9.245 3.397
C -12.996 -8.553 4.771
C -14.199 -7.625 4.745
O -14.428 -7.220 3.365
C -13.597 -8.106 2.510
H -13.748 -10.100 3.426
H -12.072 -9.596 3.053
H -12.085 -7.931 4.795
H -13.030 -9.245 5.639
H -14.064 -6.682 5.328
H -15.095 -8.171 5.121
H -12.760 -7.480 2.149
H -14.199 -8.493 1.652
C -16.955 -10.748 1.918
C -17.545 -9.364 1.824
O -18.008 -8.801 2.850
C -17.640 -8.718 0.540
C -18.340 -7.489 0.480
C -18.332 -6.648 -0.620
C -17.603 -7.034 -1.755
C -16.981 -8.297 -1.775
C -16.975 -9.149 -0.635
H -17.073 -11.210 2.906
H -15.875 -10.665 1.687
H -17.454 -11.379 1.163
H -18.890 -7.198 1.366
H -18.861 -5.689 -0.609
H -17.554 -6.410 -2.631
H -16.527 -8.686 -2.668
H -16.448 -10.102 -0.692

Charge   +1
Highest occupied orbital energy   -10.534 eV